(1)
Computed, not measured: a cluster of 8 separate species, H16O8 in total at a distorted geometry, with ωB97M-V/def2-TZVPD.

```
24
Properties=species:S:1:pos:R:3
O -2.16 -1.78 0.84
H -3.03 -1.63 0.62
H -1.94 -2.71 0.55
O 2.30 -1.42 1.19
H 2.97 -0.73 0.79
H 1.58 -1.22 0.69
O 0.09 -0.79 -0.18
H 0.18 0.13 -0.21
H -0.77 -1.01 0.11
O 0.19 1.81 -0.56
H 0.88 2.16 0.02
H -0.53 2.33 -0.26
O 0.50 -1.55 -2.83
H 0.27 -1.72 -2.00
H 0.32 -0.65 -2.87
O -1.85 0.51 2.31
H -1.93 -0.21 1.71
H -2.77 0.71 2.72
O 0.81 1.06 -3.28
H 0.12 1.60 -3.67
H 0.66 0.99 -2.43
O 1.67 1.52 2.24
H 1.28 0.89 1.52
H 1.16 1.71 2.99
```

As for the spin multiplicity: 1. The total charge is 0. For the energy relative to the best compared isomer or geometry (same formula, charge and spin), the calculation gives 3.880 eV. Its energy is -611.4400 Eh. The HOMO-LUMO gap comes out at 10.3 eV. As for the SMILES: O.O.O.O.O.O.O.O. The highest occupied orbital energy comes out at -10.49 eV.

***

(2)
Computed, not measured: a structure of composition C3H5FO at a distorted geometry, with ωB97M-V/def2-TZVPD.

```
10
Properties=species:S:1:pos:R:3
C 1.75 -0.17 0.91
C -0.34 -0.54 0.41
C -1.54 -0.01 -0.16
H 1.13 -0.77 1.98
H 2.06 1.04 1.46
H 2.84 -0.94 0.69
H -0.45 -1.13 1.30
H -2.57 0.02 -0.17
O 0.93 -0.11 -0.08
F -1.07 0.77 -1.29
```

As for the spin multiplicity: 1. The total charge is 0. For the energy relative to the best compared isomer or geometry (same formula, charge and spin), the calculation gives 5.036 eV. Its energy is -292.2113 Eh. The HOMO-LUMO gap comes out at 10.1 eV. The highest occupied orbital energy comes out at -9.19 eV.

***

The highest energy belongs to which entry? C3H5FO

***

What is the formula in the first record? H16O8